No. 1
{
  "formula": "C2H5IN2",
  "method": "ωB97M-V with the def2-TZVPD basis set",
  "homo_ev": -6.87,
  "e_above_lowest_kcal_mol": 60.4,
  "homo_lumo_gap_ev": 7.32,
  "lumo_energy_ev": 0.4507,
  "fmax_ev_per_a": 4.67,
  "species": ["C", "C", "N", "N", "I", "H", "H", "H", "H", "H"],
  "positions_angstrom": [[-1.200784, -0.608440, -0.130824], [1.092425, -0.748870, 0.143945], [0.038275, -0.054028, -0.064109], [-0.008292, 1.421710, -0.122100], [3.049719, -0.012157, -0.157697], [-1.491453, -1.633019, -0.213281], [-2.051528, -0.059038, -0.104928], [0.853906, -1.815538, 0.144531], [-0.977968, 1.652042, 0.066585], [0.695704, 1.857341, 0.437880]],
  "forces_ev_per_a": [[1.664, -0.495, -0.331], [2.627, -1.021, 0.087], [-4.150, 2.117, 0.255], [-0.163, -2.388, -1.212], [-0.879, -0.332, 0.071], [1.270, -0.722, -0.106], [-1.861, 2.424, 0.213], [0.824, 0.347, 0.101], [0.456, 0.182, 0.256], [0.213, -0.111, 0.667]]
}



No. 2
{
  "formula": "C2H5IN2",
  "method": "ωB97M-V with the def2-TZVPD basis set",
  "homo_ev": -8.94,
  "e_above_lowest_kcal_mol": 41.9,
  "homo_lumo_gap_ev": 9.10,
  "lumo_energy_ev": 0.1610,
  "fmax_ev_per_a": 2.32,
  "species": ["C", "C", "N", "N", "I", "H", "H", "H", "H", "H"],
  "positions_angstrom": [[0.002571, -1.053594, 0.366166], [-0.849200, -0.281982, -0.567237], [0.001232, 0.435212, 0.315150], [0.951737, 1.428818, 0.015403], [-3.139465, -0.305060, -0.086442], [-0.083341, -1.225256, 1.443096], [0.773805, -1.565400, -0.133253], [-0.679463, -0.458696, -1.627749], [1.667710, 1.265098, -0.643888], [1.354416, 1.760861, 0.918756]],
  "forces_ev_per_a": [[0.947, 1.656, 1.329], [-1.122, 0.347, 1.899], [-0.749, -0.013, -1.328], [-0.857, 0.605, 1.827], [1.620, 0.192, -0.558], [-0.945, -1.007, -0.692], [1.078, -0.811, -0.479], [-0.156, 0.390, 0.127], [0.760, -0.858, -0.897], [-0.576, -0.501, -1.228]]
}